C4H5NO3 | ωB97M-V with the def2-TZVPD basis set

net charge: 0
E_HOMO: -0.3114 Ha
maximum force: 6.5 eV/Å
gap between HOMO and LUMO: 0.318 Eh
LUMO level: 0.2 eV
structure (SMILES): COc1ncc(O)o1

Atoms and positions in Å:
C (0.769, -1.571, -1.435)
O (-0.092, -0.402, -1.983)
C (-0.539, 0.241, -0.820)
N (-1.766, 0.683, -0.439)
C (-1.340, 1.371, 0.706)
C (-0.158, 0.958, 1.237)
O (0.384, 0.965, 2.510)
O (0.570, 0.251, 0.175)
H (0.960, -2.227, -2.328)
H (1.606, -1.034, -1.074)
H (0.327, -1.892, -0.240)
H (-2.208, 1.909, 1.353)
H (1.487, 0.748, 2.337)

C6H14N2O | ωB97M-V with the def2-TZVPD basis set

net charge: 0
E_HOMO: -0.3078 Ha
maximum force: 0.6 eV/Å
gap between HOMO and LUMO: 0.340 Eh
LUMO level: 0.9 eV
structure (SMILES): C=C(C)N(C)C(C)=O.N

Atoms and positions in Å:
C (-0.891, -2.009, -0.141)
C (-1.115, -0.711, -0.335)
C (-2.000, -0.272, -1.472)
N (-0.527, 0.320, 0.426)
C (-0.946, 1.684, 0.171)
C (0.523, 0.099, 1.286)
C (1.446, 1.279, 1.517)
O (0.732, -0.965, 1.831)
H (-1.336, -2.734, -0.799)
H (-0.292, -2.385, 0.664)
H (-2.235, -1.132, -2.091)
H (-2.941, 0.138, -1.108)
H (-1.511, 0.475, -2.092)
H (-0.428, 2.120, -0.691)
H (-0.748, 2.302, 1.045)
H (-2.017, 1.715, -0.011)
H (1.673, 1.777, 0.582)
H (1.016, 1.991, 2.219)
H (2.362, 0.895, 1.951)
N (2.264, -0.871, -0.723)
H (1.436, -1.372, -1.024)
H (3.004, -1.080, -1.378)
H (2.531, -1.262, 0.175)

C5H12N2 | ωB97M-V with the def2-TZVPD basis set

net charge: +1
E_HOMO (alpha / beta): -0.5429 / -0.5437 Ha
2S+1: 2
maximum force: 5.2 eV/Å
gap between HOMO and LUMO (alpha / beta): 0.377 / 0.248 Eh
LUMO level (alpha / beta): -4.5 / -8.1 eV

Atoms and positions in Å:
C (-1.102, -1.044, 1.387)
C (-0.974, -1.266, -0.162)
C (-0.928, -0.176, -1.249)
C (0.469, 0.188, -1.812)
N (1.987, 1.180, 1.441)
C (1.143, 1.121, 0.338)
N (1.438, 0.535, -0.762)
H (-0.385, -0.284, 1.681)
H (-1.090, -1.955, 1.993)
H (-2.079, -0.618, 1.727)
H (-1.910, -1.763, -0.478)
H (0.054, -1.819, -0.242)
H (-1.634, -0.460, -2.083)
H (-1.314, 0.706, -0.737)
H (0.986, -0.632, -2.289)
H (0.477, 1.026, -2.520)
H (1.671, 1.926, 2.117)
H (2.918, 1.395, 1.369)
H (0.274, 1.940, 0.278)

C19H18AsClMgN2O8S3Sb | ωB97M-V with the def2-TZVPD basis set

net charge: -2
E_HOMO (alpha / beta): -0.0510 / -0.0537 Ha
2S+1: 2
maximum force: 4.1 eV/Å
gap between HOMO and LUMO (alpha / beta): 0.202 / 0.196 Eh
LUMO level (alpha / beta): 4.1 / 3.9 eV

Atoms and positions in Å:
Mg (0.503, -2.176, -2.132)
S (-2.812, -4.673, -5.529)
Sb (-2.160, -3.213, -3.872)
S (-3.600, -3.608, -2.103)
S (0.418, -1.510, -4.638)
N (-0.895, -2.886, -0.516)
N (-0.490, -4.236, -0.515)
C (-0.070, -4.791, -1.733)
O (0.081, -6.002, -1.790)
O (0.124, -3.936, -2.687)
H (-0.682, -2.477, 0.386)
H (-1.898, -2.791, -0.733)
H (-1.026, -4.883, 0.044)
O (-0.834, -0.858, -2.534)
O (-0.525, -0.418, -3.856)
O (1.714, -2.237, -0.109)
Cl (2.584, -1.651, -1.080)
O (3.852, -1.352, -0.504)
O (2.729, -2.553, -2.175)
O (1.967, -0.451, -1.578)
C (2.650, -0.608, 3.607)
C (1.340, -1.063, 3.624)
C (0.459, -0.683, 2.626)
C (0.861, 0.158, 1.590)
C (2.188, 0.576, 1.567)
C (3.072, 0.210, 2.571)
As (-0.368, 0.471, 0.074)
C (0.503, 2.082, -0.618)
C (0.982, 3.092, 0.218)
C (1.668, 4.178, -0.303)
C (1.893, 4.266, -1.671)
C (1.406, 3.277, -2.510)
C (0.706, 2.197, -1.989)
C (-1.786, 1.422, 1.130)
C (-2.644, 0.630, 1.896)
C (-3.725, 1.171, 2.572)
C (-3.994, 2.529, 2.472)
C (-3.184, 3.325, 1.677)
C (-2.098, 2.773, 1.010)
H (3.345, -0.908, 4.383)
H (1.007, -1.730, 4.411)
H (-0.558, -1.061, 2.651)
H (2.552, 1.170, 0.740)
H (4.098, 0.554, 2.532)
H (0.828, 3.019, 1.289)
H (2.039, 4.952, 0.358)
H (2.448, 5.104, -2.078)
H (1.581, 3.336, -3.577)
H (0.337, 1.415, -2.642)
H (-2.475, -0.440, 1.942)
H (-4.369, 0.536, 3.167)
H (-4.846, 2.957, 2.985)
H (-3.402, 4.382, 1.573)
H (-1.493, 3.412, 0.379)

Short version: relative energy (zero: lowest compared OMol25 entry of this formula, charge and spin) = 118.15; 27.78; 71.84; 53.18 kcal per mole, in the order given.